{"formula": "C5H25NO6", "method": "wB97M-V/def2-TZVPD", "elements": ["N", "H", "H", "H", "H", "O", "H", "C", "O", "H", "H", "H", "H", "C", "O", "H", "H", "H", "H", "C", "O", "H", "H", "H", "H", "C", "O", "H", "H", "H", "H", "C", "O", "H", "H", "H", "H"], "positions_angstrom": [[-2.35421, 1.08198, -4.06537], [-3.08140, 0.38766, -4.16135], [-2.86238, 1.95320, -4.11873], [-1.80929, 0.91413, -4.89902], [-1.77299, 1.04887, -3.24002], [0.40432, 0.13528, -0.98937], [0.89474, 0.23147, -1.82888], [3.49673, 3.96314, -2.25394], [3.41065, 3.30308, -1.02250], [2.46918, 4.23744, -2.49268], [4.13328, 4.83511, -2.10370], [3.92398, 3.27608, -2.98437], [2.68741, 2.67381, -1.07317], [0.10843, -1.16702, 4.83042], [-0.74582, -1.49226, 3.72876], [1.17110, -1.12883, 4.59087], [-0.17006, -0.21278, 5.27760], [0.00719, -1.90541, 5.62581], [-0.35394, -1.06975, 2.96097], [-2.05276, 4.52237, 1.89842], [-2.58577, 3.43715, 1.28042], [-1.19070, 4.95927, 1.39436], [-2.69498, 5.40308, 1.89491], [-1.86431, 4.24059, 2.93436], [-1.88676, 2.88401, 0.92401], [-3.14533, -3.97449, -0.87652], [-2.10294, -3.67507, -1.83581], [-2.68935, -4.43976, -0.00262], [-3.55707, -3.02356, -0.53844], [-3.93388, -4.62138, -1.26101], [-1.60139, -2.96144, -1.43484], [3.36837, -4.27210, 0.77415], [3.70835, -2.96201, 0.30909], [4.25243, -4.87562, 0.97987], [2.70921, -4.29522, 1.64194], [2.84904, -4.85863, 0.01627], [2.86093, -2.55241, 0.12011]], "forces_ev_per_angstrom": [[-0.848, -0.022, -1.177], [-0.200, -0.834, 0.966], [0.229, 0.734, -0.052], [0.722, 0.434, -0.294], [0.588, -0.574, 1.210], [-0.412, 0.377, -1.090], [-0.093, -0.165, 0.541], [-0.375, -0.324, 0.386], [0.277, -0.295, 0.991], [0.156, 0.487, -0.778], [-0.106, 0.005, -0.267], [0.027, 0.290, -0.463], [-0.060, -0.268, 0.187], [-0.229, 0.020, 0.328], [0.648, 0.014, 0.502], [-0.004, -0.028, -0.353], [-0.037, 0.209, -0.082], [-0.235, -0.221, -0.220], [-0.134, 0.015, -0.246], [0.839, 1.736, 1.119], [-1.182, -1.391, -1.654], [0.623, -0.491, 0.127], [-0.807, -0.357, 0.069], [0.512, 0.533, 0.222], [0.072, -0.103, 0.058], [0.970, 0.688, 0.242], [-0.953, -0.467, 0.074], [-0.137, -0.244, 0.075], [-0.439, -0.084, 0.047], [0.318, 0.120, -0.386], [0.315, 0.128, -0.055], [-0.051, -0.426, -0.461], [-0.200, -0.943, 0.490], [0.263, 0.519, 0.196], [0.145, 0.350, 0.275], [-0.186, 0.128, -0.370], [-0.017, 0.449, -0.158]], "e_tot_ha": -711.41564, "fmax_ev_per_a": 2.5, "homo_lumo_gap_ha": 0.1819, "relative_energy_kj_mol": 750.2}